Record 1
C38H40AuFN6O6 as an isolated structure, computed with ωB97M-V with the def2-TZVPD basis set.

F_max	1.0	eV Å⁻¹
DFT total energy	-67676.3582	eV
total charge	+2
gap between HOMO and LUMO	0.2535	Ha

Each line ends with the Mulliken charge.
Element x y z (Å)
Au: -1.61839 0.54157 -1.44996  1.099
C: 3.05264 5.90818 1.36728  -1.027
C: 2.53954 4.70601 2.14005  -0.965
N: 1.95410 3.68947 1.25021  0.142
C: 0.62889 3.69049 1.06694  -0.003
C: -0.04597 2.90273 0.16775  0.028
C: -1.55952 3.03483 0.17217  0.111
O: -2.08267 3.73856 1.00730  -0.673
O: -2.17642 2.40793 -0.77493  -0.636
C: 0.70610 2.05272 -0.67208  1.551
O: 0.26467 1.39260 -1.67173  -0.998
C: 2.11685 1.93037 -0.36946  0.746
C: 2.88892 0.95016 -1.00836  -0.699
C: 4.21311 0.82966 -0.72882  0.169
F: 4.90012 -0.17882 -1.30163  -0.348
C: 4.88496 1.70195 0.15914  -1.001
C: 4.11835 2.67145 0.78700  -0.565
C: 2.73541 2.77219 0.56443  -0.392
N: 6.26263 1.61955 0.38703  0.212
C: 6.84375 1.96473 1.67019  -0.803
C: 7.93247 3.02038 1.45563  -0.717
N: 8.54189 2.77462 0.09543  -0.142
C: 8.60053 1.30551 -0.20480  -0.739
C: 7.16548 0.80540 -0.42188  -0.713
H: 3.45021 6.65068 2.05749  0.399
H: 2.24710 6.37188 0.79918  0.338
H: 3.84075 5.62898 0.66704  0.316
H: 1.75675 4.99604 2.83793  0.478
H: 3.32424 4.23799 2.73262  0.432
H: 0.04864 4.38079 1.66758  0.567
H: 2.41946 0.27054 -1.70687  0.754
H: 4.59892 3.37761 1.44464  0.570
H: 7.27431 1.07053 2.13338  0.336
H: 6.09836 2.34027 2.36362  0.506
H: 8.72552 2.94775 2.19746  0.391
H: 7.54043 4.03576 1.44896  0.424
H: 9.46340 3.20834 0.02774  0.359
H: 7.94403 3.21542 -0.60696  0.370
H: 9.09591 0.83298 0.64107  0.354
H: 9.21090 1.15216 -1.09166  0.389
H: 7.13166 -0.25868 -0.17100  0.380
H: 6.90240 0.90840 -1.47226  0.522
C: -4.20299 -3.56236 2.85763  -0.497
O: -5.53319 -3.67316 2.33931  -0.510
C: -5.67307 -4.07220 1.04407  0.258
C: -6.50843 -5.15217 0.78558  -0.515
C: -6.69398 -5.60387 -0.50796  -0.527
C: -6.05456 -4.96909 -1.56528  -1.090
C: -5.26200 -3.86129 -1.32499  0.266
C: -5.06803 -3.40431 -0.02413  -0.164
N: -4.37362 -2.18930 0.25363  0.368
C: -3.35952 -1.68043 -0.47519  0.814
N: -2.57136 -2.57970 -1.08633  -0.090
C: -1.57855 -2.36148 -2.04746  0.041
C: -1.06335 -1.12533 -2.35894  0.530
C: -0.10583 -0.98556 -3.36602  -1.154
C: 0.32170 -2.10998 -4.04860  -1.181
C: -0.18594 -3.37016 -3.74138  -0.644
C: -1.13219 -3.50270 -2.74508  0.862
O: -1.71468 -4.66092 -2.34527  -0.402
C: -1.40072 -5.85571 -3.05702  -0.965
N: -3.14974 -0.36926 -0.53247  -0.165
C: -4.02634 0.49368 0.21048  -0.318
C: -4.88407 1.34208 -0.47957  -0.389
C: -5.77296 2.14878 0.19996  -0.859
C: -5.81857 2.09990 1.58931  -0.627
C: -4.95358 1.28071 2.28779  -0.733
C: -4.01881 0.50640 1.60814  0.715
O: -3.18251 -0.26528 2.37463  -0.488
C: -1.79142 -0.25955 2.08597  -0.478
H: -4.23968 -3.92739 3.88172  0.344
H: -3.86235 -2.52856 2.85441  0.065
H: -3.51364 -4.18479 2.28279  0.273
H: -6.98980 -5.63030 1.62743  0.470
H: -7.34261 -6.44881 -0.69288  0.403
H: -6.19787 -5.31352 -2.57957  0.440
H: -4.83849 -3.31700 -2.15926  0.456
H: -4.85418 -1.54494 0.86622  0.478
H: -2.81823 -3.55246 -0.95195  0.373
H: 0.29750 -0.01361 -3.60917  0.646
H: 1.05851 -2.01327 -4.83442  0.432
H: 0.14872 -4.23241 -4.29795  0.416
H: -0.32215 -6.00336 -3.11784  0.369
H: -1.83261 -5.82590 -4.05868  0.389
H: -1.84181 -6.66749 -2.48720  0.276
H: -4.84750 1.34633 -1.56104  0.490
H: -6.42569 2.81367 -0.34669  0.466
H: -6.51790 2.72147 2.13105  0.442
H: -4.96392 1.23513 3.36794  0.516
H: -1.27209 -0.26880 3.04331  0.412
H: -1.50794 0.64312 1.53915  0.050
H: -1.49840 -1.14453 1.51496  0.213

=====

Record 2
C36H34GaN4OP2S2 as an isolated structure, computed with ωB97M-V with the def2-TZVPD basis set.

energy above the lowest of the compared OMol25 structures with the same formula, charge and spin	0.198	eV
F_max	0.6	eV Å⁻¹
DFT total energy	-138514.5527	eV
total charge	+1
gap between HOMO and LUMO	0.2601	Ha

Each line ends with the Mulliken charge.
Element x y z (Å)
Ga: 0.14788 -1.47088 -0.02502  0.048
S: 1.91336 -0.80545 -1.29266  -0.589
P: 1.01388 1.04887 -1.07663  1.218
C: -0.30199 0.79745 0.10587  1.552
P: -2.04371 0.22920 -0.09364  -0.168
S: -1.72685 -1.50201 -1.29156  -0.543
C: -0.49907 1.97707 1.03300  -2.379
C: -0.60124 1.78754 2.41277  0.441
C: -0.77340 2.86727 3.26850  -0.745
C: -0.85935 4.15773 2.76023  -0.793
C: -0.81025 4.35585 1.38760  -0.956
C: -0.64934 3.27315 0.53272  0.713
C: -3.04357 1.35623 -1.13064  0.508
C: -2.79493 1.70411 -2.45669  0.106
C: -3.63182 2.58713 -3.12019  -0.674
C: -4.73377 3.13022 -2.46803  -0.500
C: -5.00049 2.78322 -1.15207  -0.647
C: -4.15631 1.89955 -0.48593  -0.453
C: 0.71406 1.67040 -2.74264  1.008
C: 0.73445 3.04020 -2.99016  -0.292
C: 0.42612 3.51690 -4.25545  -0.903
C: 0.11171 2.62818 -5.27585  -0.609
C: 0.11270 1.25880 -5.03548  -0.548
C: 0.41156 0.77678 -3.76918  -0.895
C: 2.36145 2.10209 -0.45612  0.818
C: 2.45152 2.67959 0.80774  0.153
C: 3.59238 3.39014 1.16437  -1.040
C: 4.64089 3.53523 0.27051  -0.572
C: 4.56097 2.95289 -0.98874  -0.803
C: 3.43233 2.23802 -1.34727  -0.943
H: -0.53076 0.78378 2.81437  0.225
H: -0.84067 2.70057 4.33756  0.460
H: -0.97882 5.00055 3.42884  0.418
H: -0.91321 5.35348 0.97690  0.474
H: -0.65700 3.43038 -0.54137  0.524
H: -1.96185 1.27048 -2.97871  0.309
H: -3.42895 2.84869 -4.15274  0.458
H: -5.38666 3.82045 -2.98901  0.393
H: -5.86208 3.19835 -0.64316  0.395
H: -4.35499 1.63107 0.54607  0.368
H: 0.99591 3.73576 -2.20108  0.478
H: 0.44069 4.58275 -4.44778  0.442
H: -0.12648 3.00407 -6.26342  0.420
H: -0.11981 0.56448 -5.83387  0.434
H: 0.40543 -0.28800 -3.57610  0.216
H: 1.64802 2.59248 1.52303  0.294
H: 3.65108 3.83751 2.14896  0.484
H: 5.52023 4.10197 0.55202  0.402
H: 5.37915 3.05402 -1.68975  0.444
H: 3.38531 1.77600 -2.32671  0.401
N: 0.83342 -8.66249 0.29274  -0.279
C: 0.55301 -7.83639 -0.74211  0.168
O: 0.28937 -8.23069 -1.85663  -0.598
C: 0.56615 -6.34569 -0.46161  1.223
C: 0.88708 -5.76514 0.75715  -0.818
C: 0.84557 -4.38959 0.87840  -0.433
N: 0.50025 -3.59299 -0.13707  0.191
C: 0.20993 -4.15281 -1.32131  -0.263
C: 0.23347 -5.51544 -1.51892  -0.941
H: 0.83588 -9.65118 0.10733  0.249
H: 1.07753 -8.34876 1.21146  0.142
H: 1.17738 -6.34611 1.62206  0.247
H: 1.10364 -3.90663 1.81185  0.469
H: -0.04982 -3.47548 -2.12295  0.485
H: -0.00542 -5.95068 -2.47842  0.520
C: -2.00854 -2.42004 4.85702  -1.417
C: -0.90847 -2.02703 3.92887  0.579
C: 0.34535 -1.49833 4.17123  -0.916
C: 0.94054 -1.29636 2.91751  0.140
N: 0.09797 -1.70304 1.96878  0.962
N: -1.01446 -2.14288 2.59634  0.381
C: 2.27756 -0.72430 2.58140  -1.280
H: -1.74476 -2.14622 5.87521  0.368
H: -2.18390 -3.49656 4.82719  0.325
H: -2.94134 -1.91781 4.59573  0.361
H: 0.77277 -1.27097 5.13558  0.548
H: -1.81668 -2.42596 2.05408  0.269
H: 2.76395 -0.35293 3.48002  0.449
H: 2.17395 0.09985 1.87502  0.063
H: 2.92489 -1.47162 2.12064  0.255

=====

Record 3
C30H36N7O2PtSi as an isolated structure, computed with ωB97M-V with the def2-TZVPD basis set.

energy above the lowest of the compared OMol25 structures with the same formula, charge and spin	0.000	eV
F_max	0.5	eV Å⁻¹
DFT total energy	-57344.0075	eV
total charge	+1
gap between HOMO and LUMO	0.3150	Ha

Each line ends with the Mulliken charge.
Element x y z (Å)
Pt: 0.45630 0.92925 -0.72210  -0.045
C: 2.43539 6.00738 -1.16584  -1.009
N: 2.29692 4.64961 -1.68167  0.068
C: 3.43429 4.19453 -2.47327  -1.172
C: 1.49090 3.71278 -1.11342  0.719
N: 1.71938 2.44306 -1.16706  -0.288
N: 0.38113 4.22568 -0.44217  0.046
C: -0.74459 3.54650 -0.03706  0.766
N: -1.70698 4.30605 0.54163  -0.415
N: -0.89759 2.29571 -0.28302  -0.377
H: 2.85047 6.62666 -1.95685  0.338
H: 3.10588 6.04740 -0.30310  0.337
H: 1.48872 6.46833 -0.89417  0.317
H: 3.75845 5.02168 -3.09974  0.307
H: 3.14098 3.37157 -3.11980  0.458
H: 4.26965 3.86722 -1.85028  0.401
H: 2.61738 2.17146 -1.56225  0.135
H: 0.29115 5.22472 -0.44810  0.191
H: -1.45797 5.19015 0.95138  0.213
H: -2.46555 3.81509 0.99476  0.197
H: -1.74681 1.86458 0.07087  -0.079
C: 6.54561 0.18485 -1.56102  -1.305
C: 5.15265 0.42985 -1.03900  0.634
O: 4.42003 1.28849 -1.51154  -0.633
N: 4.76388 -0.37332 -0.02403  -0.085
C: 3.43539 -0.39458 0.56694  -1.538
C: 2.52267 -1.32872 -0.18910  0.767
C: 2.66146 -2.69678 -0.02374  -0.615
C: 1.90833 -3.56576 -0.79538  -0.432
C: 1.04885 -3.03562 -1.74082  -0.601
C: 0.92088 -1.66375 -1.81743  -0.094
N: 1.61811 -0.81634 -1.03848  0.085
H: 6.85662 1.03993 -2.15294  0.343
H: 6.54061 -0.69923 -2.20063  0.300
H: 7.25777 0.01826 -0.75329  0.387
H: 5.40655 -1.09024 0.26896  0.274
H: 3.01865 0.60943 0.61817  0.463
H: 3.55839 -0.76586 1.58437  0.488
H: 3.36204 -3.07352 0.71008  0.483
H: 1.99359 -4.63570 -0.66028  0.455
H: 0.43835 -3.66122 -2.37612  0.454
H: 0.21325 -1.21406 -2.49623  0.330
O: -0.94440 -0.40698 -0.30788  0.354
Si: -2.05841 -1.20987 0.51769  -0.325
C: -1.37772 -2.04684 2.04692  0.067
C: -2.21917 -2.68840 2.96012  -0.128
C: -1.70861 -3.32628 4.08101  -0.695
C: -0.33942 -3.32694 4.31507  -0.598
C: 0.51160 -2.68287 3.42917  -0.413
C: -0.00851 -2.04910 2.30793  -0.259
C: -2.77759 -2.49136 -0.64504  0.471
C: -2.79072 -3.85633 -0.35512  -0.386
C: -3.26240 -4.78326 -1.27769  -0.708
C: -3.73052 -4.35721 -2.51146  -0.503
C: -3.72664 -3.00234 -2.82139  -0.729
C: -3.25403 -2.08398 -1.89608  -0.056
C: -3.41473 -0.02766 1.09094  0.348
C: -4.76272 -0.20415 0.77830  -0.516
C: -5.73275 0.68453 1.23006  -0.699
C: -5.37351 1.76630 2.01852  -0.519
C: -4.03935 1.95164 2.36405  -0.790
C: -3.07602 1.06408 1.90227  -0.705
H: -3.29256 -2.68934 2.79684  0.435
H: -2.37644 -3.81925 4.77578  0.412
H: 0.06025 -3.82250 5.19047  0.390
H: 1.57878 -2.67173 3.61807  0.407
H: 0.65504 -1.53379 1.62370  0.324
H: -2.42205 -4.20561 0.60303  0.352
H: -3.26577 -5.83770 -1.03168  0.418
H: -4.10182 -5.07675 -3.22990  0.397
H: -4.09366 -2.66573 -3.78285  0.411
H: -3.25016 -1.02933 -2.15424  0.415
H: -5.06210 -1.04490 0.16244  0.416
H: -6.77172 0.52788 0.97000  0.413
H: -6.13004 2.44912 2.38300  0.405
H: -3.76070 2.76578 3.02499  0.593
H: -2.04262 1.19531 2.21565  0.732